No. 1
C56H52INO7P4S2SbTi | ωB97M-V with the def2-TZVPD basis set

Properties
Max |F| ... 0.051 Eh/bohr
2S+1 ... 3
Energy ... -6296.1530 a.u.
Charge ... -1

Positions of all 125 atoms, in Å:
Ti 0.06 0.01 -0.54
C 4.27 3.94 3.90
S 2.79 4.99 3.86
C 1.65 4.12 5.00
C 0.61 3.24 4.30
C 1.24 2.05 3.58
N 0.33 1.35 2.69
P -0.48 2.00 1.29
C 0.04 3.75 1.08
C 1.38 3.99 0.81
C 1.83 5.24 0.43
C 0.93 6.28 0.31
C -0.41 6.07 0.60
C -0.85 4.82 0.98
C -2.14 2.30 1.99
C -2.47 2.14 3.33
C -3.76 2.38 3.77
C -4.73 2.79 2.87
C -4.42 2.93 1.53
C -3.14 2.66 1.09
P 0.13 -0.36 2.43
C -0.92 -0.70 3.92
C -2.29 -0.84 3.74
C -3.12 -1.02 4.83
C -2.58 -1.05 6.11
C -1.22 -0.90 6.30
C -0.39 -0.73 5.21
C 1.43 -1.54 3.01
C 0.97 -2.81 2.68
C 1.75 -3.93 2.87
C 3.02 -3.78 3.42
C 3.47 -2.53 3.78
C 2.69 -1.40 3.58
H 5.04 4.50 3.38
H 4.10 3.00 3.38
H 4.56 3.77 4.93
H 1.14 4.92 5.54
H 2.26 3.54 5.68
H 0.06 3.84 3.58
H -0.09 2.89 5.06
H 1.61 1.33 4.31
H 2.10 2.42 3.00
H 2.10 3.18 0.89
H 2.87 5.39 0.22
H 1.27 7.26 -0.02
H -1.11 6.89 0.51
H -1.90 4.68 1.19
H -1.71 1.85 4.04
H -4.00 2.25 4.81
H -5.73 3.00 3.22
H -5.18 3.24 0.83
H -2.90 2.76 0.04
H -2.70 -0.81 2.74
H -4.18 -1.12 4.70
H -3.23 -1.20 6.96
H -0.80 -0.92 7.29
H 0.68 -0.64 5.35
H -0.02 -2.91 2.23
H 1.40 -4.91 2.58
H 3.65 -4.65 3.55
H 4.45 -2.42 4.22
H 3.08 -0.43 3.84
I 3.20 0.53 0.87
C 3.42 1.65 -0.93
C 4.71 1.99 -1.30
C 4.89 2.91 -2.34
C 3.80 3.51 -2.92
C 2.48 3.17 -2.54
C 1.37 3.87 -3.05
C 0.10 3.56 -2.61
C -0.10 2.50 -1.73
C 0.95 1.73 -1.20
C 2.26 2.14 -1.56
H 5.55 1.58 -0.76
H 5.89 3.18 -2.64
H 3.94 4.28 -3.66
H 1.54 4.66 -3.77
H -0.75 4.13 -2.97
H -1.13 2.26 -1.46
O -3.94 0.00 0.08
P -2.79 -0.90 -0.60
O -3.27 -2.25 -0.87
O -1.55 -0.67 0.23
O -2.54 0.02 -1.95
P -1.47 -0.63 -2.97
O -1.66 0.30 -4.25
O -1.78 -2.03 -3.28
O -0.09 -0.33 -2.41
H -4.78 -0.40 -0.17
H -1.22 1.15 -4.14
S 1.42 -1.82 -0.31
Sb 0.73 -3.00 -2.48
C 2.84 -3.57 -2.53
C 3.29 -4.86 -2.36
C 4.64 -5.12 -2.17
C 5.55 -4.08 -2.17
C 5.12 -2.79 -2.38
C 3.77 -2.54 -2.56
C 0.57 -2.73 -4.69
C 1.14 -1.54 -5.13
C 0.99 -1.15 -6.45
C 0.26 -1.92 -7.33
C -0.36 -3.08 -6.88
C -0.21 -3.48 -5.56
C -0.06 -4.91 -1.85
C -0.97 -5.66 -2.58
C -1.39 -6.89 -2.10
C -0.92 -7.36 -0.89
C -0.07 -6.58 -0.12
C 0.36 -5.36 -0.60
H 2.58 -5.68 -2.36
H 4.98 -6.13 -2.01
H 6.60 -4.29 -1.99
H 5.82 -1.97 -2.38
H 3.43 -1.52 -2.70
H 1.69 -0.92 -4.43
H 1.46 -0.23 -6.79
H 0.16 -1.62 -8.36
H -0.96 -3.67 -7.55
H -0.70 -4.38 -5.22
H -1.37 -5.26 -3.50
H -2.07 -7.48 -2.69
H -1.23 -8.34 -0.53
H 0.27 -6.93 0.84
H 1.04 -4.74 -0.02

***

No. 2
C56H53AsN4O2PPdSTe | ωB97M-V with the def2-TZVPD basis set

Properties
Max |F| ... 0.023 Eh/bohr
2S+1 ... 2
Charge ... +2
Energy above the lowest of the compared OMol25 structures with the same formula, charge and spin ... 7.40 kcal per mole

Positions of all 120 atoms, in Å:
Pd -0.59 0.39 0.28
S 0.57 -1.22 -0.94
C 1.76 -0.06 -0.69
N 2.45 0.86 -0.54
N 1.89 -1.30 6.93
C 1.21 -0.29 6.34
O 0.64 0.60 6.93
C 1.12 -0.33 4.83
C 1.47 0.80 4.11
C 1.24 0.81 2.75
N 0.66 -0.21 2.11
C 0.35 -1.30 2.81
C 0.58 -1.42 4.16
H 1.99 -1.28 7.93
H 2.45 -1.94 6.40
H 1.90 1.66 4.60
H 1.52 1.66 2.14
H -0.11 -2.12 2.25
H 0.30 -2.32 4.69
C 5.70 5.68 -3.60
C 4.44 4.93 -3.27
C 3.98 4.84 -1.97
C 2.81 4.16 -1.63
C 2.43 4.11 -0.17
C 2.10 3.56 -2.67
Te 0.32 2.42 -2.61
N -0.70 2.34 -0.92
C -0.85 2.95 0.25
O -1.09 2.16 1.23
C -1.00 4.40 0.49
C -0.48 5.34 -0.39
C -0.68 6.69 -0.16
C -1.43 7.10 0.94
C -1.97 6.16 1.81
C -1.76 4.81 1.59
C -0.89 3.74 -3.72
C -0.55 5.09 -3.80
C -1.34 5.94 -4.55
C -2.45 5.44 -5.21
C -2.78 4.10 -5.12
C -2.01 3.21 -4.37
C -2.41 1.76 -4.27
C 2.56 3.57 -4.00
C 1.91 2.86 -5.16
C 3.72 4.28 -4.26
H 6.13 6.15 -2.72
H 5.50 6.46 -4.34
H 6.44 5.01 -4.03
H 4.54 5.31 -1.17
H 3.32 4.32 0.44
H 2.05 3.14 0.12
H 1.71 4.88 0.09
H 0.08 5.01 -1.24
H -0.26 7.42 -0.83
H -1.59 8.15 1.12
H -2.57 6.48 2.65
H -2.18 4.07 2.26
H 0.34 5.46 -3.32
H -1.08 6.99 -4.62
H -3.07 6.10 -5.81
H -3.64 3.72 -5.65
H -3.18 1.53 -5.00
H -2.82 1.54 -3.28
H -1.57 1.09 -4.45
H 1.64 1.82 -4.95
H 2.62 2.81 -5.99
H 1.02 3.38 -5.53
H 4.09 4.30 -5.28
C -3.99 0.64 -0.17
C -4.13 1.92 0.63
As -5.92 2.78 0.41
C -6.10 2.42 -1.51
C -5.73 3.46 -2.36
C -5.82 3.31 -3.74
C -6.28 2.12 -4.28
C -6.65 1.08 -3.44
C -6.57 1.23 -2.06
C -7.00 1.32 1.12
C -6.54 0.42 2.07
C -7.40 -0.54 2.60
C -8.71 -0.61 2.19
C -9.19 0.29 1.24
C -8.34 1.26 0.72
P -2.67 -0.49 0.35
C -2.73 -1.95 -0.68
C -3.37 -1.92 -1.92
C -3.38 -3.05 -2.72
C -2.75 -4.21 -2.29
C -2.10 -4.24 -1.06
C -2.08 -3.12 -0.26
C -3.00 -0.92 2.06
C -2.58 -0.09 3.10
C -2.96 -0.37 4.40
C -3.76 -1.47 4.67
C -4.19 -2.30 3.64
C -3.82 -2.02 2.33
H -3.88 0.85 -1.23
H -4.88 0.01 -0.05
H -3.40 2.67 0.32
H -3.99 1.76 1.70
H -5.39 4.41 -1.95
H -5.57 4.14 -4.38
H -6.38 2.01 -5.35
H -7.03 0.15 -3.85
H -6.89 0.42 -1.41
H -5.52 0.46 2.44
H -7.03 -1.24 3.35
H -9.38 -1.36 2.60
H -10.22 0.26 0.92
H -8.72 1.97 0.00
H -3.88 -1.02 -2.26
H -3.88 -3.03 -3.67
H -2.76 -5.09 -2.91
H -1.61 -5.15 -0.73
H -1.58 -3.14 0.70
H -1.96 0.77 2.90
H -2.62 0.27 5.20
H -4.05 -1.69 5.69
H -4.83 -3.15 3.85
H -4.17 -2.66 1.53